24
Properties=species:S:1:pos:R:3:mulliken_charge:R:1 method="wB97M-V/def2-TZVPD" energy_ev=-129775.952 multiplicity=5 max_force_ev_per_a=2.708 lumo_energy_ev="4.8 / 4.9" homo_ev="0.635 / 0.664" charge=-2 orbital_gap_ev="4.207 / 4.191"
Fe -0.647 0.989 -0.524 0.424
Br 0.758 3.251 -0.079 -0.721
P -3.140 1.057 -1.221 1.063
O -4.116 2.202 -1.466 -0.872
O -2.411 1.526 0.163 -0.762
O -1.834 0.958 -2.114 -0.739
O -3.772 -0.325 -1.072 -0.848
C 2.769 -0.024 -0.471 -1.270
C 1.545 -0.931 -0.434 0.678
C 0.885 -0.992 0.968 -0.733
O -0.109 -0.028 1.210 -0.111
C -0.985 -0.264 2.279 -0.834
N 0.574 -0.498 -1.488 -0.567
H 2.449 1.002 -0.698 0.247
H 3.445 -0.317 -1.279 0.363
H 3.308 0.073 0.471 0.290
H 1.883 -1.951 -0.657 0.256
H 1.689 -1.014 1.717 0.302
H 0.386 -1.970 1.088 0.487
H -1.634 -1.128 2.069 0.329
H -1.636 0.598 2.382 0.246
H -0.426 -0.525 3.190 0.323
H 0.024 -1.342 -1.634 0.253
H 0.997 -0.348 -2.399 0.196